1.
DFT (the ωB97M-V functional and the def2-TZVPD basis) results for 3 unconnected molecules or ions with the total composition C27H50BrF3N2O7S in a non-equilibrium geometry.

Calculated values
Orbital gap, eV: 8.8031
SMILES string: [H]/N=C(\C)CN(CCOC(=O)CC)[C@@](CCC(F)(F)F)(C[C@@H](C)Br)[C@H](OCS)OCCOCC.CC(C)=O.CC(C)=O
F_max, eV/Å: 1.1

Cartesian coordinates (Å):
1 H -4.622109 -2.459099 -0.955876
2 N -3.827291 -2.208250 -0.364385
3 C -2.789353 -1.991613 -1.071207
4 C -2.757772 -2.091611 -2.578742
5 C -1.479941 -1.610101 -0.378659
6 N -1.545452 -0.708251 0.769036
7 C -2.557570 0.331762 0.671622
8 C -2.475656 1.189847 -0.591691
9 O -1.431308 2.183784 -0.534013
10 C -0.277394 1.965396 -1.209656
11 O -0.123309 1.034567 -1.963042
12 C 0.732634 3.048385 -0.942478
13 C 1.310136 2.950573 0.472009
14 C -1.230926 -1.315202 2.076458
15 C -1.387803 -0.290176 3.215532
16 C -0.441761 0.908790 3.157553
17 C -0.628180 1.863417 4.308201
18 F -0.453960 3.133230 3.940436
19 F -1.842228 1.824526 4.853892
20 F 0.226089 1.642127 5.303074
21 C -2.178561 -2.519587 2.375424
22 C -1.679254 -3.624114 3.314401
23 C -1.841279 -3.345376 4.805102
24 Br -2.679066 -5.280820 2.853209
25 C 0.254774 -1.817652 2.019239
26 O 0.657633 -2.011564 3.363377
27 C 1.954032 -2.504038 3.540371
28 S 2.234314 -4.275805 3.161079
29 O 1.113340 -0.915697 1.404993
30 C 1.931769 -1.383075 0.335011
31 C 3.318531 -0.743255 0.414308
32 O 3.611323 -0.147267 -0.827129
33 C 4.576465 0.887414 -0.780831
34 C 5.969243 0.397053 -0.404359
35 H -1.804217 -1.759324 -2.998356
36 H -2.917059 -3.132061 -2.878983
37 H -3.573766 -1.504288 -3.010259
38 H -1.015291 -2.550559 -0.056839
39 H -0.814894 -1.188276 -1.135421
40 H -3.589036 -0.051539 0.734044
41 H -2.440698 1.023800 1.504142
42 H -2.340428 0.606255 -1.503281
43 H -3.410409 1.751044 -0.678865
44 H 0.245566 4.018202 -1.071269
45 H 1.510013 2.917834 -1.699097
46 H 1.952436 3.806575 0.685861
47 H 1.889359 2.029181 0.581252
48 H 0.509292 2.925914 1.215294
49 H -2.425536 0.054917 3.217912
50 H -1.240831 -0.809220 4.163850
51 H 0.597073 0.575762 3.210070
52 H -0.542151 1.467926 2.228404
53 H -3.090874 -2.112620 2.832559
54 H -2.503786 -2.947475 1.431873
55 H -0.651579 -3.916464 3.109264
56 H -1.971911 -4.267079 5.374850
57 H -0.944475 -2.842725 5.182739
58 H -2.698960 -2.691048 4.986992
59 H 0.310773 -2.785047 1.493519
60 H 2.683618 -1.898976 2.995856
61 H 2.168082 -2.442983 4.610510
62 H 1.613547 -4.310121 1.978995
63 H 1.993471 -2.478348 0.390234
64 H 1.480059 -1.097312 -0.620786
65 H 3.302608 0.010884 1.216401
66 H 4.085607 -1.488655 0.675040
67 H 4.241850 1.670893 -0.084424
68 H 4.581130 1.327212 -1.782396
69 H 6.194726 -0.533570 -0.937180
70 H 6.719511 1.145711 -0.672038
71 H 6.062800 0.198466 0.669492
72 C 3.428275 7.137764 -2.078502
73 C 3.958658 5.910226 -1.379225
74 C 5.367217 5.993104 -0.843474
75 O 3.288679 4.911433 -1.253662
76 H 2.411361 6.958514 -2.418002
77 H 3.444081 7.991461 -1.398918
78 H 4.062401 7.384984 -2.931587
79 H 5.445839 6.809760 -0.123945
80 H 6.064911 6.202929 -1.656075
81 H 5.635150 5.055573 -0.362909
82 C -5.341962 -3.570320 -6.848415
83 C -4.885717 -2.525326 -5.859489
84 C -3.945351 -1.466419 -6.384110
85 O -5.251687 -2.537451 -4.707833
86 H -6.009652 -4.274333 -6.358698
87 H -5.858133 -3.094047 -7.683691
88 H -4.480178 -4.102390 -7.254982
89 H -4.415766 -0.922325 -7.204804
90 H -3.038933 -1.931909 -6.775097
91 H -3.684923 -0.772433 -5.588801

Force components x, y, z for each atom (eV/Å):
0.043 -0.002 -0.003
0.285 0.118 -0.314
-0.227 0.006 0.387
0.070 -0.124 -0.036
0.110 0.037 -0.041
-0.037 -0.065 -0.082
-0.098 0.240 0.156
0.053 -0.097 -0.161
0.127 -0.163 0.341
-0.482 -0.148 -0.168
0.066 0.018 0.179
0.099 -0.175 -0.056
-0.092 -0.117 0.066
0.078 0.037 0.012
0.025 0.066 0.015
0.250 -0.269 -0.117
-0.192 -0.015 -0.329
0.359 0.831 -0.461
-0.980 -0.270 0.269
0.700 -0.364 0.655
-0.088 0.152 0.358
-0.001 -0.169 -0.031
0.088 0.067 0.016
0.001 0.129 0.055
-0.081 0.014 0.020
-0.009 -0.115 0.011
0.271 0.096 0.102
-0.202 -0.050 0.158
0.119 0.190 0.037
-0.111 -0.170 -0.106
0.038 0.017 0.230
-0.120 0.041 -0.132
0.098 0.080 0.038
0.009 -0.134 0.080
-0.136 0.027 0.067
-0.029 0.107 0.002
0.114 -0.111 0.022
-0.070 0.082 -0.141
0.002 0.073 0.000
0.175 -0.043 -0.096
-0.014 -0.004 -0.073
-0.029 -0.041 0.071
0.162 -0.023 0.038
0.054 -0.078 -0.072
-0.060 0.221 0.183
-0.016 -0.135 -0.092
-0.007 0.079 0.018
0.098 0.119 -0.099
0.122 -0.089 0.054
-0.003 0.001 -0.107
-0.117 0.043 -0.099
-0.102 -0.072 0.032
0.043 -0.040 -0.229
0.132 -0.066 0.026
-0.205 -0.047 0.003
0.044 0.114 -0.075
-0.121 -0.010 -0.082
0.011 -0.160 0.008
-0.095 0.118 0.009
-0.127 -0.029 0.019
0.005 0.080 -0.172
0.102 0.026 -0.169
0.042 0.113 -0.096
0.060 -0.019 0.058
-0.037 -0.023 -0.079
-0.102 0.086 -0.015
0.027 -0.047 -0.037
-0.012 -0.119 0.109
0.006 0.183 -0.001
-0.055 -0.063 0.036
-0.046 0.035 -0.156
-0.068 -0.062 -0.004
0.002 0.010 -0.001
-0.027 -0.084 0.017
0.051 0.034 -0.008
0.004 0.004 0.000
0.031 0.017 -0.006
0.022 0.025 0.013
0.012 0.029 -0.019
0.002 0.034 0.003
0.003 0.001 0.000
-0.043 -0.024 0.082
0.027 -0.003 -0.057
-0.020 0.017 0.097
-0.026 0.017 0.002
0.001 -0.001 -0.006
0.026 0.004 -0.024
0.008 0.019 -0.030
0.013 -0.017 -0.030
-0.007 -0.003 -0.035
0.003 0.001 -0.007

***

2.
DFT (the ωB97M-V functional and the def2-TZVPD basis) results for 9 unconnected molecules or ions with the total composition C27H50Cl8NO8 in a non-equilibrium geometry.

Calculated values
Charge: -1
Orbital gap, eV: 1.4836
F_max, eV/Å: 4.7

Cartesian coordinates (Å):
1 C -17.058830 -17.775147 0.629850
2 C -16.401901 -18.750159 1.704914
3 C -16.810204 -18.648792 3.159346
4 C -18.231317 -19.233352 3.515081
5 N -18.529208 -19.303373 5.035387
6 C -18.584069 -17.907691 5.684293
7 C -17.643227 -18.040110 6.921456
8 C -16.700231 -19.159584 6.640227
9 C -17.437923 -20.132122 5.776047
10 C -19.890184 -20.032362 5.103545
11 H -16.811371 -16.762691 0.948877
12 H -18.134522 -17.766681 0.805664
13 H -16.834853 -17.932223 -0.425260
14 H -15.320494 -18.614956 1.724099
15 H -16.581576 -19.713522 1.227673
16 H -16.733036 -17.572731 3.315073
17 H -16.081320 -19.214553 3.739630
18 H -18.225800 -20.269741 3.177486
19 H -19.110378 -18.713262 3.134468
20 H -19.642621 -17.652634 5.734469
21 H -18.207060 -17.240512 4.909163
22 H -18.292822 -18.240972 7.773390
23 H -16.974567 -17.201980 7.117762
24 H -16.243659 -19.453850 7.585238
25 H -15.851202 -18.798704 6.059709
26 H -17.969455 -20.861847 6.386841
27 H -16.781492 -20.690778 5.108893
28 H -20.110561 -20.081163 6.169921
29 H -19.712150 -21.017872 4.673236
30 H -20.671836 -19.431186 4.639097
31 O -18.765615 -28.166344 7.589630
32 C -19.397501 -27.225440 6.765966
33 C -19.261026 -27.212756 5.198054
34 O -18.335763 -26.311226 4.597676
35 H -19.317757 -26.237745 7.220073
36 H -20.462431 -27.399869 6.919568
37 H -20.248959 -26.958393 4.814134
38 H -19.132541 -28.248999 4.885366
39 O -23.306669 -14.901810 1.552561
40 C -23.152395 -14.438530 0.452234
41 O -21.981275 -13.942488 -0.040605
42 C -22.172556 -13.117950 -1.197437
43 C -23.596066 -12.957279 -1.401942
44 C -24.193919 -14.122021 -0.611951
45 H -21.576928 -13.478294 -2.036174
46 H -21.897623 -12.099419 -0.923340
47 H -23.863769 -13.240507 -2.419882
48 H -24.149377 -12.127562 -0.962039
49 H -24.456044 -15.028074 -1.158259
50 H -25.081329 -13.722025 -0.121422
51 O -7.366552 -17.963180 -0.134918
52 C -7.386435 -16.774256 -0.307346
53 O -6.397179 -15.999505 -0.073242
54 C -6.748484 -14.748381 -0.698804
55 C -8.260908 -14.551163 -0.441558
56 C -8.661432 -15.995130 -0.588373
57 H -6.502254 -14.638825 -1.754960
58 H -6.222576 -13.927618 -0.211074
59 H -8.787504 -13.832973 -1.070040
60 H -8.484111 -14.242466 0.579713
61 H -8.961898 -16.125168 -1.628030
62 H -9.460858 -16.281594 0.094976
63 O -14.814302 -16.780913 -8.068725
64 C -13.933545 -17.655972 -8.151720
65 O -12.755852 -17.587522 -7.464499
66 C -11.986527 -18.718571 -7.796034
67 C -12.973381 -19.732460 -8.251780
68 C -14.107974 -19.015913 -8.856652
69 H -11.448943 -19.223492 -6.993447
70 H -11.293130 -18.419248 -8.581976
71 H -13.227265 -20.217459 -7.309217
72 H -12.416553 -20.356421 -8.950863
73 H -15.034075 -19.446008 -8.475270
74 H -14.150604 -18.874395 -9.936577
75 C -12.838697 -25.979202 8.270186
76 Cl -12.358901 -24.426135 9.041368
77 Cl -11.363104 -26.831944 7.665962
78 H -13.478589 -26.588507 8.908450
79 H -13.484481 -25.810336 7.408473
80 C -21.756613 -23.589199 -1.132426
81 Cl -20.912068 -23.698611 -2.657217
82 Cl -22.681459 -22.053217 -1.149244
83 H -22.385276 -24.478407 -1.085649
84 H -21.054237 -23.546382 -0.299998
85 C -12.666046 -25.270505 1.666369
86 Cl -12.883665 -25.018524 -0.082860
87 Cl -10.961970 -25.334846 1.954598
88 H -13.009609 -24.394960 2.217263
89 H -13.067529 -26.118557 2.221100
90 C -8.253329 -18.581877 6.373480
91 Cl -6.930949 -17.962345 7.524335
92 Cl -9.512202 -17.398196 6.160296
93 H -7.772125 -18.980128 5.480199
94 H -8.670490 -19.402575 6.957034

Force components x, y, z for each atom (eV/Å):
-0.098 0.432 2.552
-0.177 -0.314 -2.526
-1.657 0.087 -0.225
1.157 0.365 0.601
0.159 -0.786 -1.060
1.060 -0.659 -0.994
-1.312 0.962 -0.215
0.942 0.284 -0.497
-0.935 -0.691 0.652
1.350 0.621 1.063
0.370 0.288 -0.459
-0.230 -0.404 -0.431
0.197 -0.261 0.343
0.054 0.065 -0.316
0.159 -0.532 0.652
-0.060 0.010 0.878
0.050 0.304 0.101
-0.253 0.017 -0.023
0.351 0.133 -0.429
0.124 -0.038 0.909
0.321 0.103 0.246
0.310 0.016 0.252
-0.814 0.600 0.015
-0.321 -0.867 -0.163
0.047 0.322 -0.075
-0.109 -0.051 -0.149
-0.388 0.148 -0.317
-0.142 -0.363 -0.064
-0.440 0.061 0.038
0.274 -0.143 -0.355
0.053 0.929 -1.441
0.199 -1.687 2.170
1.586 2.002 -1.083
-0.930 -1.290 0.998
0.665 0.990 -0.481
-1.154 -0.292 -0.383
-0.810 0.245 0.043
0.502 -0.557 0.133
0.614 0.091 -1.072
-0.550 0.729 -0.080
0.593 -0.456 0.746
1.706 1.498 1.114
-3.271 -2.672 -1.035
-0.775 -0.144 1.173
-0.170 -0.124 0.149
1.259 -0.164 -0.010
-0.184 1.173 -0.265
0.876 0.671 -0.743
0.098 0.074 -0.093
-0.178 -0.687 0.134
0.371 -0.120 -0.263
-3.481 -3.054 0.857
2.249 2.706 -0.956
-0.175 2.776 1.059
0.460 -0.366 0.485
-0.672 0.279 -0.801
0.058 -0.860 -0.112
0.433 -0.368 0.165
0.331 -0.207 -0.349
0.503 0.163 0.142
-0.193 -0.580 0.046
0.115 -0.367 -0.266
2.985 -2.233 -0.316
-3.392 2.305 0.707
-0.907 0.602 0.065
0.951 -0.143 -0.707
1.479 -1.612 -0.495
-0.581 1.317 0.915
0.209 1.058 0.444
0.231 -0.030 0.017
-0.517 -0.664 -0.514
-0.393 -0.716 0.273
-0.232 0.299 -0.466
0.166 -0.183 0.086
-0.039 0.054 -0.690
-0.435 -0.706 -0.245
-0.822 0.184 0.476
0.791 -0.028 0.493
0.423 0.485 -0.067
-0.113 0.243 0.069
0.620 -0.231 -0.461
-0.146 -0.469 0.373
-0.230 0.488 0.275
-0.110 -0.043 -0.223
-0.060 0.894 0.809
-0.716 -0.479 0.480
1.506 -0.141 0.435
-0.237 0.061 -0.503
-0.537 -0.343 -1.201
0.874 -0.592 1.770
-0.715 -0.261 -0.993
0.070 0.123 -0.427
-0.208 0.631 -0.055
-0.032 0.093 -0.308

***

F_max of number 2 (C27H50Cl8NO8)? 4.7 eV/Å

***

Which formula does entry 2 have? C27H50Cl8NO8

***

What is the orbital gap in the first record? 8.8031 eV